Record 1
A structure of composition C15H18Cl2N3OReS, computed with ωB97M-V/def2-TZVPD.

Cartesian coordinates (Å):
Re: 0.030 -0.119 0.193
C: -2.844 -0.923 0.695
C: -2.281 -0.340 1.979
N: -1.191 0.664 1.702
C: -1.653 2.073 1.424
C: -2.253 2.237 0.042
S: -1.182 1.404 -1.196
C: -2.322 0.265 -2.072
C: -2.084 -1.191 -1.680
N: -1.727 -1.333 -0.225
H: -3.467 -0.206 0.170
H: -3.477 -1.781 0.923
H: -1.834 -1.125 2.591
H: -3.070 0.129 2.568
H: -0.655 0.726 2.568
H: -0.769 2.702 1.527
H: -2.371 2.372 2.191
H: -2.287 3.293 -0.221
H: -3.265 1.847 -0.040
H: -2.146 0.395 -3.139
H: -3.335 0.610 -1.873
H: -1.256 -1.612 -2.252
H: -2.971 -1.787 -1.907
H: -1.556 -2.328 -0.076
Cl: 3.918 2.893 0.539
C: 3.833 1.359 1.215
C: 4.905 0.811 1.911
C: 4.828 -0.463 2.460
Cl: 6.151 -1.078 3.285
C: 3.633 -1.276 2.331
C: 3.473 -2.572 2.828
C: 2.272 -3.226 2.602
C: 1.262 -2.593 1.892
N: 1.385 -1.348 1.408
C: 2.564 -0.712 1.635
C: 2.644 0.594 1.079
O: 1.582 0.995 0.448
H: 5.815 1.386 2.022
H: 4.271 -3.060 3.373
H: 2.112 -4.231 2.968
H: 0.327 -3.105 1.707

Summary:
- LUMO (alpha / beta) (eV) = -12.65 / -12.66
- electronic energy (eV) = -60346.9800
- HOMO energy (alpha / beta) (eV) = -18.02 / -17.94
- total charge = +3
- relative energy (zero: lowest compared OMol25 entry of this formula, charge and spin) (eV) = 0.000
- 2S+1 = 2

Record 2
A structure of composition C15H18F5N4O3PtTe, computed with ωB97M-V/def2-TZVPD.

Cartesian coordinates (Å):
Pt: -0.395 -0.524 1.276
O: 2.606 -1.047 -5.036
C: 3.120 -1.883 -4.040
C: 2.376 -1.566 -2.774
C: 2.645 -2.208 -1.578
C: 1.912 -1.876 -0.411
N: 0.965 -0.969 -0.412
C: 0.656 -0.325 -1.582
C: 1.366 -0.606 -2.769
C: -0.437 0.600 -1.540
C: -0.875 1.316 -2.670
C: -1.982 2.164 -2.585
C: -2.451 2.918 -3.797
O: -1.604 2.567 -4.853
C: -2.613 2.266 -1.360
C: -2.136 1.530 -0.252
N: -1.085 0.740 -0.339
H: 3.041 -1.216 -5.880
H: 4.191 -1.725 -3.862
H: 2.978 -2.948 -4.264
H: 3.409 -2.975 -1.509
H: 2.119 -2.381 0.525
H: 1.143 -0.100 -3.697
H: -0.379 1.230 -3.626
H: -2.423 3.991 -3.569
H: -3.499 2.649 -3.982
H: -1.863 3.024 -5.662
H: -3.481 2.902 -1.226
H: -2.632 1.590 0.709
F: -2.521 -3.149 3.191
Te: -3.107 -2.228 1.726
F: -4.754 -2.052 2.464
F: -3.641 -1.144 0.319
F: -3.550 -3.726 0.802
F: -2.575 -0.601 2.577
O: -1.337 -2.222 1.014
C: 2.806 0.319 5.397
N: 1.410 0.671 5.043
C: 0.544 1.244 6.100
C: 0.985 0.514 3.857
N: 0.626 0.385 2.743
H: 2.780 -0.428 6.188
H: 3.304 1.219 5.751
H: 3.320 -0.073 4.524
H: 0.476 0.522 6.912
H: -0.443 1.450 5.698
H: 1.003 2.163 6.459

Summary:
- LUMO (alpha / beta) (eV) = -10.68 / -13.93
- electronic energy (eV) = -52044.7367
- HOMO energy (alpha / beta) (eV) = -18.75 / -18.68
- total charge = +3
- relative energy (zero: lowest compared OMol25 entry of this formula, charge and spin) (eV) = 0.000
- 2S+1 = 5

Record 3
A structure of composition C15H18FN2O2Se2Ti, computed with ωB97M-V/def2-TZVPD.

Cartesian coordinates (Å):
Ti: -0.260 -0.166 0.571
O: -4.874 0.082 3.963
C: -4.352 -1.062 3.307
C: -3.126 -0.651 2.471
C: -2.567 -1.976 1.957
O: -1.734 -1.813 0.800
C: -2.160 0.113 3.400
Se: -0.225 -0.182 3.146
C: -3.654 0.221 1.323
Se: -2.359 1.224 0.226
H: -5.640 -0.180 4.481
H: -5.107 -1.505 2.645
H: -4.045 -1.821 4.039
H: -3.402 -2.624 1.668
H: -1.997 -2.461 2.752
H: -1.039 -2.489 0.792
H: -2.357 -0.164 4.435
H: -2.343 1.181 3.307
H: -4.321 0.967 1.748
H: -4.230 -0.399 0.634
C: -0.336 -0.370 -3.890
C: 0.426 0.712 -4.299
C: 0.979 1.555 -3.351
C: 0.761 1.289 -2.007
N: 0.017 0.246 -1.623
C: -0.519 -0.559 -2.531
C: 1.301 2.110 -0.904
C: 2.026 3.273 -1.108
C: 2.484 3.988 -0.015
C: 2.204 3.528 1.258
C: 1.470 2.361 1.389
N: 1.034 1.666 0.339
H: -0.784 -1.046 -4.603
H: 0.586 0.900 -5.353
H: 1.574 2.401 -3.661
H: -1.120 -1.373 -2.146
H: 2.227 3.627 -2.108
H: 3.050 4.900 -0.157
H: 2.537 4.058 2.138
H: 1.200 1.966 2.361
F: 0.670 -1.782 0.165

Summary:
- LUMO (alpha / beta) (eV) = -0.74 / -0.75
- electronic energy (eV) = -179451.1854
- HOMO energy (alpha / beta) (eV) = -6.73 / -7.07
- relative energy (zero: lowest compared OMol25 entry of this formula, charge and spin) (eV) = 0.000
- 2S+1 = 2

Record 4
A cluster of 2 separate species, C15H18FN3O3S2 in total in a non-equilibrium geometry, computed with ωB97M-V/def2-TZVPD.

Cartesian coordinates (Å):
O: 0.174 -0.467 0.946
C: -0.818 -1.079 1.317
N: -0.802 -2.427 1.567
C: -2.039 -3.002 1.872
C: -2.213 -4.452 2.137
C: -1.071 -5.239 2.392
C: -1.172 -6.609 2.654
C: -2.422 -7.226 2.672
C: -3.565 -6.468 2.422
C: -3.476 -5.097 2.153
F: -4.636 -4.447 1.903
C: -3.023 -2.033 1.901
S: -2.425 -0.419 1.524
H: 0.027 -2.968 1.347
H: -0.084 -4.789 2.406
H: -0.277 -7.193 2.851
H: -2.505 -8.290 2.881
H: -4.542 -6.941 2.431
H: -4.063 -2.221 2.138
C: 4.163 3.296 -3.686
N: 2.962 3.333 -2.854
C: 2.710 2.494 -1.842
O: 3.524 1.644 -1.485
C: 1.376 2.632 -1.075
C: 0.150 2.170 -1.880
S: 0.335 0.431 -2.358
N: 1.106 3.963 -0.503
C: 0.938 5.111 -1.161
C: 0.734 6.343 -0.311
O: 0.926 5.204 -2.382
H: 4.131 2.418 -4.334
H: 4.220 4.195 -4.300
H: 5.050 3.234 -3.053
H: 2.256 4.034 -3.055
H: 1.467 1.940 -0.235
H: 0.045 2.780 -2.780
H: -0.750 2.276 -1.273
H: 0.444 -0.063 -1.112
H: 1.091 4.016 0.503
H: 1.612 6.502 0.312
H: 0.589 7.203 -0.963
H: -0.148 6.210 0.314

Summary:
- LUMO (eV) = 0.12
- electronic energy (eV) = -50849.1673
- HOMO energy (eV) = -8.42
- SMILES = O=c1[nH]c(-c2ccccc2F)cs1.CNC(=O)[C@H](CS)NC(C)=O

Please write out number 4 again, unchanged.
A cluster of 2 separate species, C15H18FN3O3S2 in total in a non-equilibrium geometry, computed with ωB97M-V/def2-TZVPD.

Cartesian coordinates (Å):
O: 0.174 -0.467 0.946
C: -0.818 -1.079 1.317
N: -0.802 -2.427 1.567
C: -2.039 -3.002 1.872
C: -2.213 -4.452 2.137
C: -1.071 -5.239 2.392
C: -1.172 -6.609 2.654
C: -2.422 -7.226 2.672
C: -3.565 -6.468 2.422
C: -3.476 -5.097 2.153
F: -4.636 -4.447 1.903
C: -3.023 -2.033 1.901
S: -2.425 -0.419 1.524
H: 0.027 -2.968 1.347
H: -0.084 -4.789 2.406
H: -0.277 -7.193 2.851
H: -2.505 -8.290 2.881
H: -4.542 -6.941 2.431
H: -4.063 -2.221 2.138
C: 4.163 3.296 -3.686
N: 2.962 3.333 -2.854
C: 2.710 2.494 -1.842
O: 3.524 1.644 -1.485
C: 1.376 2.632 -1.075
C: 0.150 2.170 -1.880
S: 0.335 0.431 -2.358
N: 1.106 3.963 -0.503
C: 0.938 5.111 -1.161
C: 0.734 6.343 -0.311
O: 0.926 5.204 -2.382
H: 4.131 2.418 -4.334
H: 4.220 4.195 -4.300
H: 5.050 3.234 -3.053
H: 2.256 4.034 -3.055
H: 1.467 1.940 -0.235
H: 0.045 2.780 -2.780
H: -0.750 2.276 -1.273
H: 0.444 -0.063 -1.112
H: 1.091 4.016 0.503
H: 1.612 6.502 0.312
H: 0.589 7.203 -0.963
H: -0.148 6.210 0.314

Summary:
- LUMO (eV) = 0.12
- electronic energy (eV) = -50849.1673
- HOMO energy (eV) = -8.42
- SMILES = O=c1[nH]c(-c2ccccc2F)cs1.CNC(=O)[C@H](CS)NC(C)=O

What did the third record say?
A structure of composition C15H18FN2O2Se2Ti, computed with ωB97M-V/def2-TZVPD.

Cartesian coordinates (Å):
Ti: -0.260 -0.166 0.571
O: -4.874 0.082 3.963
C: -4.352 -1.062 3.307
C: -3.126 -0.651 2.471
C: -2.567 -1.976 1.957
O: -1.734 -1.813 0.800
C: -2.160 0.113 3.400
Se: -0.225 -0.182 3.146
C: -3.654 0.221 1.323
Se: -2.359 1.224 0.226
H: -5.640 -0.180 4.481
H: -5.107 -1.505 2.645
H: -4.045 -1.821 4.039
H: -3.402 -2.624 1.668
H: -1.997 -2.461 2.752
H: -1.039 -2.489 0.792
H: -2.357 -0.164 4.435
H: -2.343 1.181 3.307
H: -4.321 0.967 1.748
H: -4.230 -0.399 0.634
C: -0.336 -0.370 -3.890
C: 0.426 0.712 -4.299
C: 0.979 1.555 -3.351
C: 0.761 1.289 -2.007
N: 0.017 0.246 -1.623
C: -0.519 -0.559 -2.531
C: 1.301 2.110 -0.904
C: 2.026 3.273 -1.108
C: 2.484 3.988 -0.015
C: 2.204 3.528 1.258
C: 1.470 2.361 1.389
N: 1.034 1.666 0.339
H: -0.784 -1.046 -4.603
H: 0.586 0.900 -5.353
H: 1.574 2.401 -3.661
H: -1.120 -1.373 -2.146
H: 2.227 3.627 -2.108
H: 3.050 4.900 -0.157
H: 2.537 4.058 2.138
H: 1.200 1.966 2.361
F: 0.670 -1.782 0.165

Summary:
- LUMO (alpha / beta) (eV) = -0.74 / -0.75
- electronic energy (eV) = -179451.1854
- HOMO energy (alpha / beta) (eV) = -6.73 / -7.07
- relative energy (zero: lowest compared OMol25 entry of this formula, charge and spin) (eV) = 0.000
- 2S+1 = 2

- Among the records above, which one has the lowest electronic energy?
  C15H18FN2O2Se2Ti

- Among the records above, which one has the lowest electronic energy?
  C15H18FN2O2Se2Ti